14
Properties=species:S:1:pos:R:3:forces:R:3 method="wB97M-V/def2-TZVPD" spin_multiplicity=1 charge=+1 relative_energy_kj_mol=0.0 largest_force_ha_per_bohr=0.0683 orbital_gap_ev=7.093
H -2.060 -1.206 0.023 -0.770 1.451 -0.125
O -0.713 -2.525 1.234 -0.463 1.892 -0.828
C -0.689 -1.419 0.398 0.928 -1.481 -0.200
C 0.010 -0.290 0.922 0.236 1.737 1.054
C 0.754 0.652 -0.001 -0.629 0.554 -0.289
C -0.447 1.388 0.492 2.728 -1.801 1.283
O -1.567 1.453 -0.175 -2.825 -0.935 -1.660
Be -2.455 0.301 -0.436 1.419 0.028 0.950
H -1.100 -3.275 0.774 -0.022 -0.325 -0.108
H -0.477 -1.638 -0.657 0.028 -0.197 0.371
H 0.338 -0.357 1.961 -0.195 -0.128 -0.389
H 0.736 0.379 -1.060 0.181 0.093 0.252
H 1.713 1.020 0.376 -0.291 -0.231 -0.235
H -0.284 2.152 1.266 -0.323 -0.656 -0.078


13
Properties=species:S:1:pos:R:3:forces:R:3 method="wB97M-V/def2-TZVPD" spin_multiplicity=1 charge=0 relative_energy_kj_mol=309.2 largest_force_ha_per_bohr=0.0323 orbital_gap_ev=8.934
C -1.367 -0.562 -0.022 -0.266 -0.009 0.307
C -1.062 0.919 0.291 -0.747 0.603 -0.565
C 0.094 0.757 -0.687 -0.643 0.986 -1.063
N 1.309 1.225 -0.700 -0.514 -0.244 1.213
C 1.975 0.097 -0.237 0.465 -0.608 0.190
C 1.136 -0.977 -0.112 0.518 -0.651 -0.004
N -0.071 -0.614 -0.727 0.770 0.401 1.413
H -2.241 -0.683 -0.669 0.420 -0.203 -0.098
H -1.396 -1.302 0.779 -0.164 0.376 0.169
H -1.761 1.683 0.019 -0.790 0.271 0.290
H -0.714 1.057 1.337 0.219 -0.023 -0.839
H 2.974 0.207 0.160 0.121 -0.253 -0.415
H 1.130 -1.802 0.578 0.611 -0.645 -0.598


120
Properties=species:S:1:pos:R:3:forces:R:3 method="wB97M-V/def2-TZVPD" spin_multiplicity=1 charge=+1 relative_energy_kj_mol=134.8 largest_force_ha_per_bohr=0.0289 orbital_gap_ev=7.972
Zr 1.105 0.237 -0.513 0.608 0.538 -1.244
O -0.610 1.559 -0.437 -0.482 0.110 -0.190
C -1.483 1.745 -1.550 -0.030 0.113 -0.035
C -1.175 0.733 -2.610 0.011 -0.061 -0.108
C -1.896 0.693 -3.791 -0.050 -0.033 0.092
C -1.675 -0.349 -4.675 0.042 -0.036 0.025
C -0.726 -1.311 -4.364 0.055 0.080 0.045
C 0.008 -1.162 -3.204 -0.011 -0.198 0.019
N -0.216 -0.163 -2.344 -0.357 0.112 0.051
H -0.948 2.152 0.326 0.048 -0.189 0.139
H -1.373 2.761 -1.942 0.040 -0.071 -0.007
H -2.514 1.595 -1.215 0.024 0.076 0.000
H -2.640 1.452 -3.990 -0.031 0.011 0.005
H -2.247 -0.418 -5.590 -0.011 0.010 -0.028
H -0.529 -2.148 -5.017 -0.004 -0.008 -0.031
H 0.788 -1.859 -2.933 -0.053 0.028 0.008
N 2.578 -2.348 2.947 0.011 -0.118 0.186
C 2.285 -2.436 1.460 0.097 0.168 -0.120
C 2.465 -3.867 0.988 0.017 -0.066 0.009
P 0.429 -1.792 1.143 0.031 0.061 0.219
O 0.104 -2.823 2.375 0.079 -0.095 0.110
O 0.689 -1.915 -0.397 -0.278 0.331 0.131
O 0.789 -0.283 1.476 0.046 -0.243 0.086
P 3.516 -1.248 0.768 0.289 0.312 0.023
O 4.857 -2.038 0.411 -0.077 -0.228 -0.041
O 2.999 -0.652 -0.552 0.152 0.039 0.493
O 3.816 -0.297 1.877 0.006 -0.014 -0.006
H 1.703 -2.514 3.451 0.041 -0.042 -0.025
H 2.954 -1.395 3.109 0.005 -0.009 -0.024
H 3.276 -3.032 3.244 -0.006 0.071 -0.015
H 1.789 -4.542 1.515 -0.012 0.002 0.005
H 3.492 -4.220 1.122 -0.011 -0.003 0.005
H 2.224 -3.922 -0.072 0.015 -0.001 -0.030
H -0.814 -2.840 2.681 -0.110 0.112 0.000
H 4.923 -2.316 -0.510 -0.022 0.015 -0.040
C 5.435 1.841 -0.337 -0.011 -0.051 0.000
C 4.898 2.717 0.787 -0.044 0.020 0.000
N 3.844 3.643 0.353 -0.153 0.005 0.051
C 4.279 4.942 -0.177 0.017 -0.011 0.055
C 4.510 4.928 -1.684 0.000 0.064 -0.007
C 2.565 3.272 0.291 -0.162 0.155 -0.054
C 1.535 4.290 -0.101 0.023 -0.006 0.004
N 2.130 2.068 0.623 0.343 -0.689 0.130
H 6.040 1.039 0.087 0.016 -0.017 0.004
H 6.057 2.410 -1.025 -0.002 0.016 -0.016
H 4.618 1.397 -0.908 0.020 -0.004 0.032
H 5.688 3.332 1.219 -0.002 -0.041 -0.032
H 4.518 2.097 1.600 -0.008 -0.003 -0.017
H 5.196 5.201 0.353 -0.018 0.026 -0.034
H 3.546 5.699 0.093 -0.030 -0.017 -0.017
H 5.411 4.377 -1.944 0.025 -0.039 0.001
H 4.626 5.950 -2.045 0.021 0.020 -0.014
H 3.676 4.463 -2.210 -0.011 0.016 0.008
H 1.534 5.108 0.621 -0.026 0.008 0.005
H 0.555 3.824 -0.091 0.042 0.031 -0.004
H 1.729 4.694 -1.091 0.018 0.023 -0.025
H 2.921 1.490 0.924 -0.106 0.024 0.229
C 2.917 3.232 -7.079 0.007 0.011 0.006
C 2.722 2.106 -6.111 0.029 -0.016 -0.132
C 2.779 0.773 -6.515 -0.014 -0.006 0.042
C 2.580 -0.180 -5.538 0.022 0.048 -0.089
N 2.343 0.129 -4.266 -0.063 -0.092 0.064
C 2.290 1.430 -3.981 0.017 0.070 0.346
S 2.044 1.951 -2.320 0.011 -0.016 0.022
N 2.477 2.431 -4.847 -0.062 -0.068 -0.042
H 3.416 2.896 -7.986 0.008 0.001 -0.024
H 3.496 4.027 -6.614 0.005 -0.001 0.007
H 1.948 3.650 -7.356 -0.019 0.006 0.002
H 2.979 0.500 -7.541 0.016 -0.008 -0.018
H 2.620 -1.237 -5.778 -0.002 -0.034 0.002
C -2.851 2.396 4.624 0.015 -0.011 -0.055
N -1.470 2.183 4.226 -0.039 0.064 0.042
C -0.482 1.623 5.014 0.220 -0.024 -0.019
C 0.651 1.602 4.276 -0.119 -0.009 0.147
N 0.344 2.173 3.064 -0.020 -0.168 -0.290
C -0.960 2.504 3.020 -0.030 0.168 -0.172
S -1.805 3.235 1.734 -0.007 -0.092 0.031
H -2.902 2.359 5.709 -0.037 -0.006 0.004
H -3.488 1.624 4.194 -0.018 0.014 0.006
H -3.180 3.370 4.271 -0.005 -0.021 0.011
H -0.671 1.319 6.026 0.019 -0.003 0.037
H 1.642 1.266 4.514 0.048 -0.037 0.020
H 0.940 2.162 2.228 -0.013 0.061 0.165
C -4.125 -4.466 0.093 -0.018 -0.072 0.011
C -2.688 -3.942 0.248 0.017 -0.031 -0.062
C -2.055 -3.881 -1.152 -0.001 -0.002 -0.014
C -1.896 -4.951 1.088 0.048 -0.044 0.021
Si -2.691 -2.218 1.028 -0.042 0.210 0.191
O -1.215 -1.474 0.954 -0.122 -0.304 -0.075
C -3.099 -2.255 2.872 -0.071 -0.042 0.024
C -2.431 -1.392 3.748 0.015 0.064 0.010
C -2.735 -1.356 5.104 -0.013 0.002 -0.044
C -3.734 -2.168 5.614 -0.020 -0.004 0.000
C -4.432 -3.011 4.760 -0.017 -0.020 0.043
C -4.116 -3.052 3.412 0.050 -0.070 -0.017
C -3.968 -1.140 0.193 0.112 0.026 -0.158
C -5.081 -0.649 0.875 0.013 0.019 0.080
C -6.064 0.081 0.220 -0.023 0.026 0.033
C -5.955 0.332 -1.137 -0.010 0.007 -0.018
C -4.855 -0.145 -1.837 0.012 0.021 0.002
C -3.874 -0.868 -1.176 -0.036 0.030 -0.014
H -4.106 -5.359 -0.539 -0.021 -0.026 0.001
H -4.792 -3.743 -0.379 0.005 0.044 -0.029
H -4.567 -4.764 1.045 0.015 0.019 -0.013
H -1.947 -4.900 -1.537 0.007 -0.026 -0.014
H -1.069 -3.413 -1.150 0.025 0.014 0.029
H -2.687 -3.343 -1.859 -0.042 0.026 -0.022
H -2.029 -5.953 0.670 -0.007 -0.024 -0.002
H -2.230 -4.984 2.128 -0.028 -0.006 0.014
H -0.826 -4.743 1.085 0.007 0.020 -0.026
H -1.672 -0.717 3.365 0.070 -0.002 -0.046
H -2.194 -0.688 5.762 0.020 0.014 0.008
H -3.974 -2.142 6.669 -0.004 -0.002 0.019
H -5.222 -3.641 5.147 -0.007 0.000 0.005
H -4.682 -3.716 2.772 0.009 0.011 0.007
H -5.187 -0.832 1.937 -0.001 -0.026 0.027
H -6.917 0.452 0.773 -0.007 0.007 0.004
H -6.724 0.893 -1.650 -0.019 0.013 -0.013
H -4.768 0.040 -2.900 0.009 0.001 -0.038
H -3.027 -1.234 -1.741 0.080 -0.007 -0.041


63
Properties=species:S:1:pos:R:3:forces:R:3 method="wB97M-V/def2-TZVPD" spin_multiplicity=5 charge=+2 relative_energy_kj_mol=209.1 largest_force_ha_per_bohr=0.1448 orbital_gap_ev="4.616 / 3.479"
P -0.101 1.686 -0.927 -0.678 -1.218 0.768
P -0.250 -1.730 0.759 0.149 1.032 -0.782
C 0.482 -0.072 -1.368 0.721 1.109 -1.104
C -0.030 -1.477 -1.010 -0.048 -0.784 0.600
H 1.567 0.007 -1.255 -0.253 -0.047 0.008
H 0.273 0.037 -2.429 0.248 -0.147 -0.281
H -0.963 -1.724 -1.534 0.234 0.134 0.240
H 0.710 -2.239 -1.245 0.094 0.238 -0.787
C 1.273 -2.187 1.584 0.027 -0.676 -0.041
H 1.090 -2.202 2.667 0.158 -0.050 -0.339
H 2.054 -1.443 1.374 -0.313 -0.189 0.024
H 1.575 -3.176 1.213 0.177 0.115 0.275
C -1.584 -2.899 0.883 -0.183 -0.490 0.583
H -1.190 -3.882 0.585 -0.277 0.111 0.047
H -2.397 -2.592 0.212 0.257 -0.085 0.219
H -1.951 -2.938 1.922 0.111 -0.041 -0.785
C 1.074 3.009 -0.581 0.516 0.306 -0.507
H 0.643 3.711 0.141 -0.194 -0.249 -0.106
H 1.320 3.561 -1.495 -0.041 -0.032 0.218
H 2.001 2.618 -0.138 -0.347 -0.062 -0.148
C -1.494 2.176 -1.965 -0.089 0.387 -0.034
H -2.122 1.308 -2.194 0.207 0.088 0.161
H -1.165 2.634 -2.901 -0.191 -0.004 0.216
H -2.096 2.905 -1.407 0.068 -0.154 -0.119
Pt -0.628 0.525 0.832 -1.275 0.718 1.344
C 1.443 -1.485 -3.495 1.217 -1.107 0.524
C 2.498 -1.420 -2.647 -0.418 -1.228 -1.548
C 3.750 -0.653 -2.913 0.262 0.382 0.115
C 3.512 0.714 -3.605 0.736 0.963 -0.323
C 2.347 1.471 -3.055 6.826 -0.407 2.945
C 1.146 1.530 -3.677 -6.498 0.215 -3.371
C 0.710 0.611 -4.793 0.094 -0.229 0.491
C 1.357 -0.808 -4.816 -0.285 0.176 -0.956
C -1.438 2.251 1.582 -0.206 0.535 0.287
H 0.600 -2.166 -3.312 0.451 0.305 0.230
H 2.571 -2.049 -1.752 -0.352 0.135 -0.314
H 4.454 -1.226 -3.543 -0.239 0.036 0.263
H 4.255 -0.498 -1.945 -0.034 0.091 -0.370
H 4.423 1.317 -3.453 -0.180 -0.257 -0.093
H 3.418 0.573 -4.691 0.093 0.135 0.428
H 2.597 2.141 -2.234 -0.175 -0.416 -0.128
H 0.511 2.415 -3.565 0.678 0.080 -0.609
H 0.928 1.071 -5.777 -0.135 0.058 0.267
H -0.388 0.509 -4.744 0.224 0.077 -0.175
H 0.718 -1.431 -5.468 0.313 0.290 0.227
H 2.339 -0.776 -5.311 -0.463 -0.062 0.186
H -2.465 1.972 1.851 0.203 0.155 -0.216
H -1.430 3.097 0.891 -0.194 0.072 0.453
H -0.884 2.488 2.501 -0.007 0.093 -0.297
Br -2.066 -3.123 4.361 -0.531 1.093 1.102
C -2.597 -1.497 5.176 -0.503 -1.504 0.002
C -3.586 -1.484 6.173 -0.516 0.317 0.601
C -3.854 -0.312 6.877 -0.592 -2.005 -0.112
C -3.099 0.832 6.621 1.140 1.078 -0.718
C -2.147 0.836 5.589 0.115 -0.175 -0.462
C -1.957 -0.305 4.805 1.211 1.507 -0.039
C -0.958 -0.302 3.661 0.866 -0.194 -1.054
O 0.247 -0.301 3.914 -1.730 0.228 -0.134
O -1.517 -0.354 2.468 -0.416 0.054 3.298
H -4.112 -2.402 6.393 -0.039 0.025 0.101
H -4.630 -0.307 7.653 0.426 -0.034 -0.385
H -3.243 1.734 7.213 -0.024 -0.198 -0.136
H -1.547 1.720 5.345 -0.394 -0.296 0.250


78
Properties=species:S:1:pos:R:3:forces:R:3 method="wB97M-V/def2-TZVPD" spin_multiplicity=3 charge=0 largest_force_ha_per_bohr=0.0232 orbital_gap_ev="8.512 / 9.489"
C 2.786 0.984 3.783 -0.089 0.228 0.092
C 1.469 1.178 3.070 -0.130 -0.254 -0.009
O 1.032 2.513 3.262 0.264 0.108 -0.150
C 0.082 2.946 2.287 -0.242 0.134 -0.018
B -1.343 2.489 2.792 -0.776 0.391 -0.106
O -1.844 2.898 4.018 0.726 -0.354 0.265
B -2.338 1.891 4.822 -0.521 0.159 -0.115
O -2.743 0.700 4.253 0.488 -0.375 0.122
B -2.308 0.423 2.967 -0.489 0.528 -0.081
O -2.028 -0.837 2.553 0.467 0.043 0.159
O -2.098 1.528 2.129 1.043 -0.579 0.030
H 3.025 -0.076 3.856 0.072 0.011 -0.049
H 2.722 1.414 4.783 0.002 -0.086 0.062
H 3.575 1.500 3.239 0.072 -0.067 0.011
H 0.722 0.469 3.467 -0.032 0.051 -0.004
H 1.587 0.965 2.002 0.005 0.014 0.016
H 0.174 4.032 2.209 0.002 -0.023 0.018
H 0.313 2.508 1.310 0.046 0.096 -0.041
H -2.398 2.035 5.999 -0.146 0.061 -0.037
H -1.321 -0.827 1.886 -0.645 -0.094 0.024
C 5.986 -3.046 0.972 0.057 0.064 0.044
C 4.680 -2.334 0.567 0.259 -0.298 0.274
C 4.388 -2.514 -0.928 -0.074 0.045 -0.123
C 5.307 -1.703 -1.838 0.028 0.006 0.068
C 5.307 -0.229 -1.443 -0.108 -0.054 -0.104
C 5.644 -0.001 0.035 0.433 0.110 0.184
N 4.741 -0.864 0.870 -0.365 -0.008 -0.832
O 3.585 -0.343 1.039 -0.066 0.081 0.307
C 7.124 -0.296 0.299 -0.004 -0.075 0.048
C 5.400 1.454 0.416 -0.095 0.045 -0.035
C 3.547 -2.944 1.386 -0.101 0.045 -0.012
H 5.751 -4.010 1.423 -0.018 -0.022 -0.062
H 6.644 -3.237 0.125 0.022 0.048 -0.002
H 6.539 -2.472 1.712 -0.025 -0.016 0.039
H 3.352 -2.216 -1.116 0.001 0.038 0.058
H 4.459 -3.579 -1.161 -0.010 -0.002 -0.002
H 6.324 -2.106 -1.817 0.005 0.006 0.033
H 4.965 -1.801 -2.869 0.027 -0.015 -0.013
H 6.026 0.330 -2.047 -0.006 0.005 -0.005
H 4.320 0.197 -1.646 -0.018 -0.009 0.073
H 7.341 -0.252 1.367 0.004 0.011 0.000
H 7.721 0.469 -0.198 -0.016 0.014 -0.001
H 7.453 -1.258 -0.081 -0.007 -0.014 0.002
H 4.390 1.772 0.173 -0.020 -0.022 0.023
H 6.104 2.081 -0.133 0.005 -0.012 0.008
H 5.560 1.607 1.484 0.011 -0.010 0.002
H 3.701 -2.770 2.452 0.018 -0.006 0.001
H 3.535 -4.020 1.208 0.012 0.007 0.006
H 2.580 -2.536 1.107 0.004 0.043 0.014
C -5.623 0.680 -0.221 -0.080 -0.057 -0.026
C -4.507 0.200 -1.172 -0.266 0.116 0.484
C -3.853 1.385 -1.892 0.094 0.034 -0.139
C -4.733 2.010 -2.971 -0.039 -0.052 0.038
C -5.224 0.953 -3.958 0.131 0.076 -0.020
C -5.930 -0.225 -3.278 -0.453 -0.018 0.060
N -5.035 -0.760 -2.197 0.530 0.494 -0.494
O -4.135 -1.550 -2.649 -0.074 -0.299 0.109
C -7.293 0.212 -2.731 0.013 -0.005 0.084
C -6.184 -1.342 -4.283 0.078 -0.023 -0.074
C -3.468 -0.520 -0.325 0.215 -0.178 -0.108
H -5.238 0.730 0.797 0.041 0.055 -0.018
H -5.997 1.672 -0.473 -0.035 -0.015 -0.040
H -6.464 -0.010 -0.212 0.021 -0.033 0.034
H -2.922 1.039 -2.352 -0.024 -0.063 0.001
H -3.578 2.128 -1.139 0.009 -0.002 0.003
H -5.580 2.536 -2.522 -0.012 -0.026 0.015
H -4.158 2.767 -3.508 -0.019 0.026 0.005
H -5.915 1.395 -4.681 0.006 -0.001 -0.009
H -4.371 0.569 -4.526 0.005 -0.061 0.047
H -7.746 -0.588 -2.143 -0.006 -0.003 -0.008
H -7.950 0.424 -3.575 0.011 -0.012 -0.014
H -7.253 1.108 -2.120 0.009 0.003 0.013
H -5.272 -1.647 -4.787 0.020 -0.015 0.030
H -6.893 -0.982 -5.031 -0.003 0.002 0.014
H -6.612 -2.215 -3.791 -0.003 0.004 0.011
H -3.891 -1.406 0.152 -0.036 0.016 -0.003
H -3.114 0.153 0.452 -0.133 0.095 -0.094
H -2.605 -0.831 -0.911 -0.068 -0.054 -0.081